[1]
C7H14N3O as an isolated structure at a distorted geometry, computed with ωB97M-V with the def2-TZVPD basis set.

XYZ file:
```
25
Properties=species:S:1:pos:R:3:mulliken_charge:R:1
C -0.3960 1.6297 0.2673 0.416
C -2.0001 -0.0373 -0.1651 0.458
C 0.3334 -0.1351 0.4655 0.354
C 1.0677 -0.2593 1.8016 -1.294
C 0.8021 -0.1368 -2.1643 -1.034
C -1.0233 -2.2032 0.3347 -1.238
C 1.3426 -0.3242 -0.6487 -0.680
N -1.5934 1.3737 -0.1702 -0.092
N -0.9009 -0.7359 0.2081 0.129
N 0.1799 2.7783 0.4232 -0.290
O -3.0806 -0.3542 -0.5344 -0.529
H 1.8739 -1.0526 1.8230 0.379
H 0.4504 -0.6646 2.6041 0.413
H 1.3953 0.7548 2.0197 0.275
H 0.7112 -1.1969 -2.5656 0.275
H 1.5804 0.4122 -2.7108 0.327
H -0.1200 0.3687 -2.0577 0.301
H -1.9787 -2.5087 0.3427 0.458
H -0.4490 -2.7343 -0.3050 0.389
H -0.6884 -2.3699 1.3061 0.415
H 2.2524 0.3464 -0.5295 0.425
H 1.6458 -1.4063 -0.5632 0.409
H -2.2654 2.0176 -0.5202 0.218
H 1.0411 2.7846 1.0560 0.271
H -0.1803 3.6530 0.2828 0.243
```

## Properties
Energy above the lowest of the compared OMol25 structures with the same formula, charge and spin, kcal/mol: 30.2
Total charge: +1
Kohn-Sham gap, eV: 10.532
HOMO energy, eV: -13.82


[2]
C23H34AsAuOS2 as an isolated structure at a distorted geometry, computed with ωB97M-V with the def2-TZVPD basis set.

XYZ file:
```
62
Properties=species:S:1:pos:R:3:mulliken_charge:R:1
Au -1.1213 -0.3858 0.2546 0.862
C 0.4952 2.6083 1.0195 -2.351
C -0.2467 1.4672 1.6774 1.241
C 0.5111 0.3820 2.2294 0.722
C 2.0436 0.5329 2.2585 -2.283
C -0.1218 -0.6445 2.9551 0.641
C 0.5609 -1.9377 3.1709 -1.729
C -1.4957 -0.4646 3.2157 0.628
C -2.1791 -1.5258 4.0671 -1.904
C -2.2594 0.5571 2.7683 1.515
C -3.6758 0.6151 3.3314 -2.057
C -1.6527 1.4930 1.9649 0.858
C -2.5381 2.5837 1.4254 -2.325
H 0.3363 3.5554 1.5129 0.553
H 0.3653 2.7483 -0.0129 0.497
H 1.5179 2.4403 1.3120 0.537
H 2.3708 -0.5132 2.4284 0.491
H 2.2913 1.1002 3.1225 0.379
H 2.4933 0.8881 1.3233 0.500
H 1.1578 -1.8281 4.0737 0.406
H 1.3365 -2.0007 2.3677 0.263
H -0.1080 -2.8509 3.1317 0.359
H -2.0151 -2.5716 3.5853 0.216
H -3.2989 -1.3625 3.9939 0.467
H -2.1075 -1.4261 5.1523 0.382
H -3.9248 1.7037 3.3184 0.357
H -3.6769 0.3556 4.3676 0.658
H -4.5274 0.1488 2.8347 0.286
H -1.9900 3.3585 0.8910 0.397
H -3.0448 3.1321 2.2717 0.468
H -3.3466 2.2153 0.7733 0.331
C 1.9073 -2.0666 -1.1944 -0.984
As 0.7195 -0.5601 -1.4807 0.461
C -0.0200 -0.8682 -3.3035 -1.118
C 1.8138 1.1094 -1.5098 -0.482
C 2.9638 1.1430 -2.4191 0.437
C 4.1102 0.3366 -2.0684 -0.241
C 5.2598 0.3730 -2.8647 -0.901
C 5.2876 1.2195 -3.9671 -0.364
C 4.1915 1.9215 -4.3998 -0.704
C 3.0158 1.9092 -3.6116 -0.218
H 2.3992 -2.4054 -2.0929 0.406
H 1.5575 -3.0543 -0.6655 0.297
H 2.6286 -1.5896 -0.5360 0.270
H 0.8093 -0.8012 -4.0408 0.419
H -0.7683 -0.0918 -3.5915 0.364
H -0.4888 -1.8607 -3.2672 0.386
H 2.2136 1.1914 -0.4978 -0.203
H 1.1142 1.8848 -1.7619 0.597
H 4.0559 -0.1240 -1.1029 0.284
H 6.0825 -0.1753 -2.5752 0.482
H 6.2123 1.3072 -4.4858 0.417
H 4.3437 2.6042 -5.2554 0.350
H 2.1351 2.5059 -3.8807 0.372
C -5.0732 -2.5973 -2.6933 -0.614
O -4.2064 -2.9041 -1.5714 -0.275
C -3.2466 -2.1357 -1.1659 0.716
S -1.9651 -2.6259 -0.2205 -0.274
S -3.3452 -0.4573 -1.5934 -0.130
H -6.0936 -2.9508 -2.5127 0.248
H -4.7199 -3.1284 -3.5625 0.294
H -5.0436 -1.4830 -2.8934 0.339
```

## Properties
Spin multiplicity: 3
Total charge: +2
Kohn-Sham gap (spin up / spin down), eV: 7.580 / 4.717
HOMO energy (spin up / spin down), eV: -13.82 / -13.94


[3]
A 2-piece molecular cluster, C5H5NO overall at a distorted geometry, computed with ωB97M-V with the def2-TZVPD basis set.

XYZ file:
```
12
Properties=species:S:1:pos:R:3:mulliken_charge:R:1
C -0.3783 -1.0737 2.1046 0.239
C 0.5455 -0.3012 1.9555 -0.386
C 1.5490 0.6747 2.0665 0.109
N 2.3969 1.4404 2.2141 -0.401
H -1.3068 -1.4899 2.1095 0.470
C -1.1430 -0.2045 -1.8218 -1.008
C -0.1249 -0.0732 -0.9624 0.471
O 0.8596 0.8474 -1.1405 -0.465
H -1.3704 0.5121 -2.6480 0.169
H -1.8904 -0.9561 -1.7586 0.259
H 0.2321 -0.7175 -0.1547 0.275
H 0.6309 1.3416 -1.9642 0.268
```

## Properties
Energy above the lowest of the compared OMol25 structures with the same formula, charge and spin, kcal/mol: 90.6
Kohn-Sham gap, eV: 9.502
SMILES string: C#CC#N.C=CO
HOMO energy, eV: -9.16


[4]
One molecule with the formula C3H5N3 at a distorted geometry, computed with ωB97M-V with the def2-TZVPD basis set.

XYZ file:
```
11
Properties=species:S:1:pos:R:3:mulliken_charge:R:1
C 1.3749 0.0369 -0.9806 -0.343
C 1.2087 0.9366 0.1373 0.016
C -0.4179 -1.2195 -0.3286 0.190
N 0.4425 -0.9424 -1.1137 -0.379
N 0.1218 0.7182 0.8640 -0.572
N -1.6708 -1.4431 -0.2333 -0.451
H 2.3425 0.0726 -1.5240 0.342
H 1.9799 1.6165 0.4680 0.374
H 0.1518 1.3950 1.6111 0.215
H -2.5292 -0.8884 -0.6464 0.287
H -1.9474 -1.7002 0.7237 0.320
```

## Properties
Spin multiplicity: 3
Energy above the lowest of the compared OMol25 structures with the same formula, charge and spin, kcal/mol: 0.0
Kohn-Sham gap (spin up / spin down), eV: 6.465 / 9.005
HOMO energy (spin up / spin down), eV: -5.29 / -10.01


[5]
A 2-piece molecular cluster, C2H8N overall at a distorted geometry, computed with ωB97M-V with the def2-TZVPD basis set.

XYZ file:
```
11
Properties=species:S:1:pos:R:3:mulliken_charge:R:1
N 1.4056 0.7101 0.8841 -0.451
H 2.2957 0.2246 0.9544 0.386
H 1.3241 1.5960 0.3878 0.405
H 0.9569 0.8381 1.7915 0.397
H 0.7902 0.0777 0.3020 0.219
C -0.9216 -1.1246 -1.0984 -0.278
C -1.1751 -0.0739 -0.3222 -1.024
H -0.7730 -2.0932 -0.6534 0.295
H -1.0534 -1.0284 -2.1699 0.241
H -1.5674 -0.0360 0.6847 0.432
H -1.2818 0.9097 -0.7604 0.379
```

## Properties
Energy above the lowest of the compared OMol25 structures with the same formula, charge and spin, kcal/mol: 31.9
Total charge: +1
Kohn-Sham gap, eV: 10.611
HOMO energy, eV: -14.71


| no. | molecular weight (g/mol) |
| --- | --- |
| 1 | 156.21 |
| 2 | 662.55 |
| 3 | 95.10 |
| 4 | 83.09 |
| 5 | 46.09 |